Molecular formula: C34H93N3O14
Method: DFT, the ωB97M-V functional and the def2-TZVPD basis

The geometry in XYZ format:
```
144
Properties=species:S:1:pos:R:3:forces:R:3:lowdin_charge:R:1
C -1.4368 -0.9592 6.1083 0.6136 0.3136 0.4409 -0.13
O -2.1118 -0.2406 5.1506 -0.7913 1.8954 -1.4459 -0.18
C -1.2858 0.6014 4.3438 0.8593 -0.6127 1.1893 -0.23
C -2.0945 1.5160 3.4874 -0.4680 0.7033 -0.2277 -0.18
N -1.2196 2.1493 2.4742 -0.0917 -0.2932 -1.1715 -0.06
C -1.7017 3.4307 1.9050 -0.5105 -0.5893 -0.7011 -0.15
C -3.0536 3.3095 1.1431 0.8429 1.8524 0.2021 -0.22
O -2.7954 2.6068 -0.0362 0.4499 -0.7823 0.1235 -0.21
C -3.9761 2.2244 -0.6442 -2.3042 0.2311 0.2319 -0.13
H -1.0733 -1.8500 5.6617 0.4489 -1.3025 -0.1884 0.07
H -2.1439 -1.1656 6.8933 -0.0660 -0.2648 0.4331 0.09
H -0.5609 -0.4256 6.4977 -0.1572 0.1434 0.1945 0.09
H -0.6608 -0.0200 3.7016 0.3645 -0.1920 -0.0644 0.11
H -0.6246 1.2215 5.0138 -0.3472 -0.6156 -0.5969 0.13
H -2.4333 2.3069 4.1701 -0.3253 0.0377 -0.4399 0.13
H -2.9739 0.9743 3.0948 0.2645 0.2817 -0.0470 0.12
H -1.0012 1.5206 1.6605 -0.5603 0.5401 1.2041 0.12
H -0.9769 3.8210 1.1662 -0.1227 -0.5404 0.2482 0.12
H -1.7112 4.1998 2.6646 -0.4110 0.0551 0.4707 0.11
H -3.4140 4.3134 0.8376 0.2772 0.0026 0.3267 0.13
H -3.8934 2.9169 1.7178 0.2073 -0.6053 0.2275 0.11
H -4.5058 3.0734 -1.1782 0.6642 -0.7610 0.4089 0.11
H -4.6836 1.8535 0.1361 0.1699 0.3029 -0.3849 0.09
H -3.8794 1.3693 -1.2903 0.6238 -0.0819 -0.5945 0.08
C 7.3261 2.8143 4.1640 -0.6023 -0.1612 0.7206 -0.09
O 6.1950 2.1528 4.7285 0.6448 0.3595 0.8525 -0.20
C 5.4801 1.4702 3.7380 0.2913 1.2907 -0.3225 -0.25
C 4.2391 0.8577 4.3456 -0.7557 -1.2294 0.5894 -0.17
N 3.4852 0.1808 3.2724 1.1031 0.2929 -0.1622 -0.08
C 4.0370 -1.1361 2.9604 -0.7368 -1.6488 0.9756 -0.17
C 3.2881 -2.1855 3.7951 1.5044 -1.0202 0.3987 -0.23
O 3.8472 -3.4753 3.5458 0.1873 -1.1784 1.4523 -0.19
C 3.5726 -4.4289 4.6490 0.9489 3.3754 -0.2535 -0.05
H 6.9667 3.5885 3.4833 0.2189 0.1639 -0.1280 0.09
H 7.8811 2.0627 3.6176 0.5674 0.0167 -0.2945 0.08
H 7.9446 3.2580 4.9698 -0.4897 -0.3327 -0.4504 0.10
H 6.1892 0.8083 3.2050 -0.6189 -0.2994 0.1353 0.13
H 5.1660 2.2524 2.9990 -0.0394 -0.7380 0.1760 0.12
H 3.5880 1.6274 4.7483 0.0772 0.4026 -0.1478 0.11
H 4.4024 0.1787 5.2596 0.3546 0.6772 -1.3368 0.14
H 2.4803 0.2474 3.4138 0.3179 -0.2020 -0.1249 0.10
H 5.1025 -1.1945 3.2752 -0.6620 0.2121 -0.4556 0.14
H 3.9381 -1.4994 1.9116 0.1855 0.8282 0.3950 0.13
H 2.2768 -2.2962 3.5340 -1.7829 0.5366 -0.5883 0.10
H 3.3093 -1.9594 4.8697 0.2777 0.1835 -0.0148 0.12
H 4.0265 -4.0524 5.5819 0.2373 0.0078 -0.2927 0.09
H 4.0013 -5.3557 4.4319 0.3978 -1.3772 -0.6780 0.06
H 2.5409 -4.4439 4.8801 -1.3805 -0.4397 -0.2095 0.07
C -8.8832 0.2262 -5.1824 1.2884 -1.1054 -0.9055 -0.09
O -7.5537 -0.2537 -5.3097 -0.1873 -0.7176 0.3175 -0.22
C -6.7318 0.4398 -6.2171 -1.1290 1.2618 1.1421 -0.23
C -5.5339 -0.4177 -6.5028 0.2387 -0.9836 -0.6826 -0.23
N -4.7976 -0.8632 -5.3324 0.0113 -0.0995 0.8489 -0.05
C -3.8568 -1.9372 -5.6281 0.1951 0.0846 -1.2384 -0.22
C -3.0979 -2.4247 -4.4148 -1.0907 -1.4633 -0.7673 -0.24
O -4.0183 -3.1756 -3.6315 -0.0340 1.2313 -0.2305 -0.18
C -3.5707 -3.3952 -2.3272 1.2664 1.2181 0.5899 -0.11
H -9.3485 0.0982 -6.1660 -0.5251 0.1387 0.2898 0.09
H -8.9194 1.2336 -4.8510 -0.0117 1.2364 0.1876 0.07
H -9.2822 -0.3980 -4.4132 -0.7962 -0.3836 0.2384 0.08
H -6.4884 1.3778 -5.6711 0.6388 -0.2116 -0.4678 0.13
H -7.3684 0.8098 -7.0593 0.8364 -0.7450 -0.1223 0.13
H -4.8701 0.1181 -7.1488 0.6643 0.7666 -0.3010 0.10
H -5.7496 -1.3014 -7.1321 -0.7665 0.1214 0.1685 0.12
H -5.4122 -1.1769 -4.5868 -0.2143 0.1074 -0.2643 0.11
H -3.1408 -1.4824 -6.3612 -0.3105 -0.6786 0.3863 0.12
H -4.3334 -2.8614 -6.1069 0.3930 1.0994 0.3577 0.14
H -2.6515 -1.6238 -3.8802 0.2710 0.8370 0.8006 0.09
H -2.3263 -3.1337 -4.7272 0.3503 0.1390 -0.1565 0.13
H -4.4076 -3.8285 -1.8394 -0.4008 -0.5626 0.8274 0.08
H -3.1985 -2.4744 -1.7428 -0.8400 -0.8334 -1.0148 0.10
H -2.6900 -4.0340 -2.3398 0.0343 -0.5220 0.1662 0.09
C 2.4983 2.3819 -0.3301 0.9891 0.0102 1.1655 -0.05
C 3.7624 2.3371 0.5908 -0.2265 -0.8690 -1.1651 -0.24
O 4.1967 0.9678 0.7578 0.1992 0.7758 -0.7095 -0.13
H 2.2831 3.3639 -0.7535 -0.0853 0.1523 0.5135 0.07
H 1.6675 1.9527 0.2297 -0.2197 0.2100 -0.2332 0.05
H 2.7119 1.7712 -1.1918 0.0583 -0.5079 -0.2832 0.05
H 3.6772 2.7226 1.5773 -0.9087 0.6065 0.7997 0.07
H 4.5402 2.9473 0.1358 0.3966 -0.2986 -0.2728 0.11
H 4.0372 0.6832 1.6881 -0.4729 0.4141 -0.0418 0.02
C 4.2422 -1.8846 -3.1526 1.9119 0.1695 -0.8331 -0.10
C 4.0483 -0.6069 -2.4098 0.2381 -0.0351 1.9782 -0.28
O 4.0316 -1.0472 -1.0140 -0.4341 0.8655 -0.6870 -0.14
H 3.3719 -2.4812 -3.1436 -1.0356 -0.8183 0.1365 0.04
H 5.1053 -2.5108 -2.7757 -1.0069 0.8861 -0.2503 0.11
H 4.4703 -1.6153 -4.1760 0.0156 -0.2210 -0.5462 0.07
H 3.1010 -0.0689 -2.6866 0.6815 -0.5035 0.2121 0.11
H 4.9064 0.0881 -2.5278 -0.4584 -0.3042 -0.1716 0.12
H 4.0292 -0.2528 -0.4312 0.0682 -0.2693 0.0135 0.03
C -0.4527 3.4295 -2.0062 -1.9437 -0.3856 -0.8555 -0.08
C -1.2161 4.0662 -3.2060 1.5402 -1.8206 0.6071 -0.30
O -0.6249 5.3207 -3.4748 -0.8858 0.5343 -0.4545 -0.07
H -0.3755 4.0613 -1.1483 -0.2979 0.5166 0.5843 0.06
H 0.5230 3.2368 -2.3328 1.5612 -0.3853 -0.4604 0.04
H -0.9382 2.4658 -1.7347 0.3442 0.6934 -0.0524 0.07
H -2.2894 4.0048 -3.0318 -0.1985 0.7351 -0.0018 0.10
H -0.9794 3.3747 -4.0375 -0.4203 0.2826 0.0301 0.09
H -1.0519 5.6866 -4.2713 0.3474 -0.1465 0.5331 0.09
C -0.7495 0.5253 -4.3461 1.0786 0.3227 -0.3099 -0.07
C -0.1769 -0.8437 -4.6942 1.3166 0.3194 -0.4186 -0.26
O 0.4214 -1.4051 -3.5059 0.2113 -0.3927 0.1327 -0.11
H 0.0410 1.2752 -4.1577 -0.1204 -0.4595 -0.2643 0.08
H -1.2835 0.4852 -3.4362 -0.7793 -0.3243 1.1599 0.05
H -1.4335 0.9431 -5.0738 -0.0471 -0.1859 -0.4526 0.08
H 0.6632 -0.7423 -5.4181 -0.7542 0.0457 0.1026 0.13
H -0.9237 -1.5210 -5.1163 0.1534 0.1136 0.1358 0.08
H 1.2057 -1.9551 -3.7003 -0.7060 0.5008 -0.1783 0.09
C -3.7011 -2.1164 1.7677 -1.3880 0.8819 0.7087 -0.08
C -2.3424 -2.6356 2.0275 0.5905 -0.6559 -0.0049 -0.34
O -1.7937 -3.5088 1.0499 -0.5716 -0.1503 0.5122 -0.06
H -3.7975 -1.8137 0.7399 -0.0726 0.3858 -0.4966 0.06
H -3.8737 -1.2264 2.4521 0.0425 -0.9517 -0.8158 0.09
H -4.4899 -2.8431 1.9630 0.0062 -0.0679 0.0137 0.08
H -2.3346 -3.1412 2.9800 0.1929 -0.3177 0.3772 0.11
H -1.7176 -1.7775 2.1091 0.8349 0.7563 0.2916 0.07
H -1.3993 -2.9410 0.3870 0.3078 0.1781 -0.6625 0.03
C 0.7348 -0.7624 0.8798 -1.9012 0.4908 0.8687 -0.06
C -0.1335 -0.4164 -0.3400 1.5314 -0.4965 -1.0000 -0.26
O -0.6298 -1.6330 -0.9362 0.0078 0.0107 0.0581 -0.12
H 1.5662 -1.3923 0.6832 0.8777 -0.2999 -0.6438 0.06
H 0.0968 -1.3303 1.5480 -0.1169 -0.3823 0.2241 0.04
H 1.0254 0.0862 1.5076 0.2379 0.2648 -0.4929 0.05
H 0.5261 0.1043 -1.0618 -0.4828 -0.1106 0.0790 0.10
H -0.9918 0.2329 -0.1498 0.0453 -0.0317 0.3380 0.10
H -0.2255 -1.8247 -1.8147 -0.2292 0.6758 0.6694 0.06
C 2.9096 -5.7078 -1.4215 -0.0221 0.5345 0.7994 -0.07
C 3.0433 -4.3889 -0.6058 0.6232 0.0420 -0.6095 -0.30
O 4.3935 -3.9681 -0.7356 0.7315 -0.1456 0.2454 -0.12
H 1.8896 -6.0382 -1.4171 -0.7166 -0.2465 0.1537 0.05
H 3.5270 -6.5545 -1.0831 -0.0525 0.5867 0.2860 0.08
H 3.1603 -5.5506 -2.4547 0.2758 0.3485 -0.4870 0.06
H 2.7433 -4.4733 0.4497 0.1858 -0.3671 -0.1531 0.10
H 2.4401 -3.5667 -1.0054 -0.4780 -0.3549 -0.2639 0.09
H 4.5094 -3.0015 -0.7065 -0.6128 -0.2799 0.1562 0.04
C 0.6105 4.0931 4.6876 0.4025 0.4242 1.9072 -0.10
C 1.5138 3.6954 3.5830 -0.2032 -0.3213 -0.9675 -0.32
O 1.4265 2.3265 3.2095 1.9952 0.4167 0.6566 -0.11
H 0.6317 5.1800 4.6606 -0.3037 0.2654 0.3079 0.08
H 0.9678 3.7999 5.7089 -0.3747 -0.0319 -0.8471 0.10
H -0.4052 3.7626 4.5377 -0.3384 -0.1502 -0.0181 0.05
H 2.5448 3.9168 3.8536 0.1138 -0.0111 -0.2613 0.11
H 1.1796 4.3454 2.7517 0.6315 -0.3164 -0.2173 0.11
H 0.5142 2.1717 3.0134 -1.6383 -0.1738 -0.4194 -0.01
```
Positions in Å, forces in eV/Å.

- ΔE to the lowest compared entry with this formula, charge and spin (kcal/mol) = 0.00
- total charge = 0
- HOMO-LUMO gap (eV) = 9.269
- DFT total energy (hartree) = -2568.57422
- structure (SMILES) = COCCNCCOC.COCCNCCOC.COCCNCCOC.CCO.CCO.CCO.CCO.CCO.CCO.CCO.CCO
- LUMO level (eV) = 0.5
- HOMO energy (hartree) = -0.322
- max |F| (eV/A) = 3.52